ORCA calculation (ωB97M-V/def2-TZVPD) on one molecule with the formula C3H6N2O at a distorted geometry.

Each line ends with the natural charge from an NBO analysis.
Cartesian coordinates (Å):
C -0.792 0.680 0.291  0.646
C 0.578 -0.023 0.005  0.103
N -1.875 -0.034 -0.039  -0.812
N 1.582 0.905 -0.095  -0.804
C 0.665 -1.332 -0.215  -0.512
O -0.798 1.783 0.797  -0.621
H -1.754 -0.971 -0.490  0.409
H -2.782 0.380 0.100  0.410
H 2.526 0.583 0.032  0.383
H 1.346 1.790 0.334  0.410
H 1.582 -1.830 -0.472  0.207
H -0.277 -1.930 -0.248  0.181

Summary:
**Energy relative to the best compared isomer or geometry (same formula, charge and spin)**: 15.67 kcal/mol
**Lowest unoccupied orbital energy**: 0.9 eV
**Calculated total energy**: -8236.0191 eV
**HOMO**: -8.55 eV
**SMILES**: C=C(N)C(N)=O
**Gap between HOMO and LUMO**: 9.4926 eV

ORCA calculation (ωB97M-V/def2-TZVPD) on a 4-piece molecular cluster, C32H61ClN3O10S overall at a distorted geometry.

Each line ends with the Löwdin charge.
Cartesian coordinates (Å):
C -4.902 0.013 0.836  -0.120
C -3.339 -0.537 1.050  -0.241
C -2.345 0.243 0.006  -0.595
Cl -0.681 0.506 0.862  0.519
C -2.059 -0.548 -1.403  -0.058
C -1.378 -2.062 -1.424  0.085
N -1.054 -2.816 -2.717  0.027
C -1.333 -2.201 -4.087  0.037
C -2.035 -0.711 -4.313  0.062
C -2.385 0.117 -2.903  -0.006
C -3.052 1.621 -2.896  -0.180
C -3.423 2.215 -4.379  -0.214
C -2.159 2.924 -5.169  -0.240
C -1.371 4.057 -4.229  -0.474
S -0.213 5.141 -5.283  0.847
C 1.321 4.102 -5.599  -0.450
N 1.634 3.161 -6.769  -0.036
N 2.878 2.555 -6.619  -0.024
C 3.473 3.127 -5.329  -0.012
O 2.516 4.059 -4.704  -0.117
H -4.905 1.192 0.855  0.082
H -5.388 -0.367 -0.161  0.080
H -5.610 -0.337 1.714  0.091
H -3.031 -0.181 2.146  0.108
H -3.258 -1.705 1.039  0.101
H -2.785 1.333 -0.130  0.109
H -1.128 -2.591 -0.409  0.122
H -0.600 -3.759 -2.612  0.158
H -1.047 -2.783 -5.081  0.139
H -2.237 -0.250 -5.394  0.120
H -2.349 2.336 -2.256  0.125
H -4.066 1.528 -2.280  0.135
H -4.304 3.004 -4.230  0.132
H -3.906 1.321 -4.994  0.117
H -2.626 3.542 -6.063  0.121
H -1.431 2.089 -5.576  0.107
H -0.790 3.547 -3.339  0.088
H -2.224 4.728 -3.772  0.102
H 4.527 2.857 -4.880  0.142
C 10.722 1.477 -1.819  -0.110
O 10.303 2.102 -3.019  -0.207
C 9.491 1.251 -3.830  -0.187
C 8.434 2.066 -4.581  -0.169
O 7.347 2.502 -3.754  -0.154
C 7.645 3.553 -2.822  -0.171
C 7.902 4.907 -3.482  -0.192
O 9.209 4.947 -4.054  -0.208
C 9.290 5.810 -5.176  -0.106
H 11.399 0.647 -2.041  0.088
H 11.248 2.215 -1.211  0.091
H 9.859 1.116 -1.250  0.085
H 8.992 0.489 -3.221  0.123
H 10.152 0.758 -4.548  0.126
H 7.981 1.410 -5.332  0.125
H 8.874 2.901 -5.128  0.116
H 8.460 3.263 -2.153  0.117
H 6.750 3.646 -2.197  0.123
H 7.850 5.701 -2.730  0.126
H 7.137 5.088 -4.247  0.121
H 8.549 5.528 -5.933  0.086
H 10.285 5.701 -5.619  0.092
H 9.147 6.848 -4.869  0.087
C 1.996 -8.430 1.525  -0.111
O 0.664 -7.999 1.738  -0.215
C 0.101 -8.524 2.941  -0.185
C -0.864 -7.515 3.573  -0.167
O -0.206 -6.421 4.227  -0.128
C 0.411 -5.451 3.367  -0.166
C -0.587 -4.598 2.585  -0.189
O -1.125 -5.334 1.487  -0.212
C -2.437 -4.923 1.142  -0.107
H 2.021 -9.508 1.344  0.090
H 2.391 -7.912 0.649  0.087
H 2.626 -8.178 2.384  0.088
H 0.884 -8.775 3.664  0.127
H -0.444 -9.434 2.674  0.126
H -1.417 -8.035 4.363  0.129
H -1.608 -7.159 2.860  0.112
H 1.149 -5.922 2.711  0.117
H 0.970 -4.788 4.036  0.130
H -0.081 -3.719 2.173  0.118
H -1.387 -4.267 3.260  0.129
H -3.103 -4.991 2.010  0.097
H -2.815 -5.602 0.372  0.096
H -2.426 -3.905 0.747  0.038
C -2.941 2.131 5.341  -0.107
O -4.313 2.435 5.518  -0.200
C -5.047 2.401 4.294  -0.189
C -6.477 1.906 4.534  -0.168
O -6.568 0.492 4.757  -0.144
C -6.081 0.021 6.023  -0.170
C -6.953 0.430 7.209  -0.190
O -6.726 1.798 7.551  -0.211
C -7.865 2.414 8.128  -0.106
H -2.453 2.913 4.752  0.088
H -2.469 2.077 6.324  0.094
H -2.820 1.160 4.849  0.077
H -4.559 1.748 3.561  0.101
H -5.074 3.421 3.902  0.126
H -7.051 2.092 3.619  0.124
H -6.975 2.464 5.327  0.118
H -5.034 0.301 6.169  0.116
H -6.102 -1.072 5.950  0.125
H -6.693 -0.173 8.085  0.127
H -8.008 0.262 6.958  0.126
H -8.730 2.325 7.462  0.087
H -7.647 3.478 8.259  0.092
H -8.085 1.972 9.102  0.088

Summary:
**Net charge**: +1
**Lowest unoccupied orbital energy**: -4.8 eV
**Calculated total energy**: -82449.9462 eV
**HOMO**: -10.53 eV
**Gap between HOMO and LUMO**: 5.6981 eV

ORCA calculation (ωB97M-V/def2-TZVPD) on C4H18AgO11P as an isolated structure at a distorted geometry.

Each line ends with the natural charge from an NBO analysis.
Cartesian coordinates (Å):
Ag -0.502 0.758 -0.096  1.235
P 0.282 -0.520 -2.491  2.419
O 0.116 -2.066 -2.550  -0.864
O -1.035 0.193 -2.177  -0.960
O 0.956 0.102 -3.764  -0.733
O 1.119 -0.095 -1.264  -1.134
O -1.067 -1.157 0.999  -0.991
H -1.578 -1.731 1.570  0.483
H -0.296 -1.674 0.767  0.514
O -0.387 2.823 -0.834  -0.968
H 0.076 2.883 -1.669  0.502
H -0.782 3.687 -0.715  0.487
O 1.352 1.422 1.203  -0.961
H 1.540 2.265 1.616  0.483
H 2.194 0.967 1.192  0.503
C -3.688 0.673 0.920  -0.090
C -2.968 1.706 1.824  -0.089
O -1.552 1.585 1.784  -0.761
O -3.073 0.600 -0.396  -0.731
H -4.738 0.921 0.763  0.185
H -3.707 -0.327 1.353  0.169
H -3.287 1.737 2.866  0.188
H -3.151 2.748 1.565  0.174
H -1.128 1.691 2.639  0.499
H -3.531 -0.059 -0.923  0.495
C 2.837 -2.403 0.328  -0.079
C 3.388 -2.020 -1.037  -0.111
O 3.606 -0.605 -1.091  -0.754
O 1.500 -2.058 0.471  -0.785
H 3.522 -2.062 1.104  0.153
H 2.935 -3.485 0.424  0.160
H 2.601 -2.315 -1.732  0.187
H 4.311 -2.565 -1.238  0.185
H 2.738 -0.205 -1.178  0.491
H 1.400 -1.413 -0.233  0.500

Summary:
**Spin multiplicity**: 3
**Lowest unoccupied orbital energy (alpha / beta)**: -0.2 / -2.3 eV
**Calculated total energy**: -40248.0809 eV
**HOMO (alpha / beta)**: -9.29 / -9.27 eV
**Gap between HOMO and LUMO (alpha / beta)**: 9.0608 / 6.9440 eV

ORCA calculation (ωB97M-V/def2-TZVPD) on C18H23CsF6NO10S as an isolated structure at a distorted geometry.

Each line ends with the Löwdin charge.
Cartesian coordinates (Å):
C -1.936 -0.259 4.360  0.015
C -2.336 0.874 3.440  -0.518
O -3.160 0.711 2.565  0.073
N -1.716 2.108 3.650  0.049
C -0.715 2.446 2.612  -0.187
C -1.369 2.854 1.312  -0.181
C -0.345 3.233 0.248  -0.154
C 0.511 2.062 -0.300  -0.086
C 0.347 1.868 -1.803  -0.187
O -0.824 2.384 -2.462  0.149
C -0.762 1.990 -3.714  -0.626
O -1.568 2.331 -4.496  0.133
O 0.363 1.078 -3.880  -0.664
C 0.529 0.543 -2.519  -0.236
C -0.558 -0.610 -2.469  -0.092
C -1.543 -0.581 -1.292  -0.142
C -1.506 -1.891 -0.504  -0.211
C -2.930 -2.361 -0.192  -0.204
S -2.890 -3.957 0.598  0.579
O -3.674 -3.940 1.777  -0.245
O -1.519 -4.347 0.726  -0.283
O -3.567 -4.918 -0.450  -0.134
C 2.058 0.161 -2.532  -0.177
O 2.750 0.686 -3.330  0.234
C 2.597 -0.843 -1.498  -0.370
F 1.687 -0.910 -0.504  0.154
F 2.701 -2.040 -2.096  0.184
C 3.964 -0.434 -0.938  -0.345
F 4.851 -0.367 -1.930  0.194
F 3.806 0.818 -0.435  0.149
C 4.522 -1.384 0.176  -0.363
F 3.561 -2.231 0.600  0.149
F 5.506 -2.101 -0.352  0.183
C 5.094 -0.591 1.388  -0.410
O 6.281 -0.535 1.550  0.199
O 4.220 -0.033 2.224  0.171
H -1.743 0.131 5.349  0.080
H -2.770 -0.930 4.413  0.083
H -1.063 -0.759 3.970  0.084
H -1.228 2.052 4.531  0.110
H -0.158 3.281 3.004  0.123
H -0.006 1.626 2.473  0.114
H -2.034 2.104 0.920  0.097
H -1.940 3.741 1.535  0.126
H 0.336 3.933 0.712  0.115
H -0.834 3.775 -0.546  0.112
H 1.551 2.292 -0.139  0.120
H 0.263 1.166 0.244  0.096
H 1.162 2.453 -2.215  0.171
H -0.023 -1.546 -2.405  0.110
H -1.166 -0.706 -3.392  0.051
H -2.537 -0.514 -1.709  0.119
H -1.442 0.267 -0.642  0.100
H -0.987 -1.775 0.433  0.115
H -1.039 -2.676 -1.076  0.107
H -3.459 -2.460 -1.132  0.107
H -3.428 -1.645 0.440  0.110
H -2.938 -5.622 -0.643  0.101
H 3.317 -0.100 1.902  0.114
Cs -0.264 0.100 -5.555  1.735

Summary:
**Net charge**: +1
**Energy relative to the best compared isomer or geometry (same formula, charge and spin)**: 10.72 kcal/mol
**Lowest unoccupied orbital energy**: -3.8 eV
**Calculated total energy**: -68682.1422 eV
**HOMO**: -12.04 eV
**Gap between HOMO and LUMO**: 8.2028 eV

The lowest calculated total energy belongs to which entry? C32H61ClN3O10S

Repeat the third record exactly.
ORCA calculation (ωB97M-V/def2-TZVPD) on C4H18AgO11P as an isolated structure at a distorted geometry.

Each line ends with the natural charge from an NBO analysis.
Cartesian coordinates (Å):
Ag -0.502 0.758 -0.096  1.235
P 0.282 -0.520 -2.491  2.419
O 0.116 -2.066 -2.550  -0.864
O -1.035 0.193 -2.177  -0.960
O 0.956 0.102 -3.764  -0.733
O 1.119 -0.095 -1.264  -1.134
O -1.067 -1.157 0.999  -0.991
H -1.578 -1.731 1.570  0.483
H -0.296 -1.674 0.767  0.514
O -0.387 2.823 -0.834  -0.968
H 0.076 2.883 -1.669  0.502
H -0.782 3.687 -0.715  0.487
O 1.352 1.422 1.203  -0.961
H 1.540 2.265 1.616  0.483
H 2.194 0.967 1.192  0.503
C -3.688 0.673 0.920  -0.090
C -2.968 1.706 1.824  -0.089
O -1.552 1.585 1.784  -0.761
O -3.073 0.600 -0.396  -0.731
H -4.738 0.921 0.763  0.185
H -3.707 -0.327 1.353  0.169
H -3.287 1.737 2.866  0.188
H -3.151 2.748 1.565  0.174
H -1.128 1.691 2.639  0.499
H -3.531 -0.059 -0.923  0.495
C 2.837 -2.403 0.328  -0.079
C 3.388 -2.020 -1.037  -0.111
O 3.606 -0.605 -1.091  -0.754
O 1.500 -2.058 0.471  -0.785
H 3.522 -2.062 1.104  0.153
H 2.935 -3.485 0.424  0.160
H 2.601 -2.315 -1.732  0.187
H 4.311 -2.565 -1.238  0.185
H 2.738 -0.205 -1.178  0.491
H 1.400 -1.413 -0.233  0.500

Summary:
**Spin multiplicity**: 3
**Lowest unoccupied orbital energy (alpha / beta)**: -0.2 / -2.3 eV
**Calculated total energy**: -40248.0809 eV
**HOMO (alpha / beta)**: -9.29 / -9.27 eV
**Gap between HOMO and LUMO (alpha / beta)**: 9.0608 / 6.9440 eV

Look up the calculated total energy of the third one. -40248.0809 eV